Entry 1:
{
  "formula": "C31H47N4O24S8",
  "method": "the ωB97M-V functional and the def2-TZVPD basis",
  "total_energy_ha": -6418.6216,
  "spin_multiplicity": 1,
  "e_homo_ev": -9.486,
  "total_charge": 1,
  "gap_ev": 5.17,
  "elements": ["C", "C", "N", "C", "N", "N", "C", "C", "C", "S", "C", "S", "N", "C", "C", "C", "C", "C", "C", "C", "C", "C", "C", "C", "C", "H", "H", "H", "H", "H", "H", "H", "H", "H", "H", "H", "H", "H", "H", "H", "H", "H", "H", "H", "H", "H", "H", "H", "C", "C", "O", "S", "O", "O", "O", "H", "H", "H", "H", "C", "C", "O", "S", "O", "O", "O", "H", "H", "H", "H", "C", "C", "O", "S", "O", "O", "O", "H", "H", "H", "H", "C", "C", "O", "S", "O", "O", "O", "H", "H", "H", "H", "C", "C", "O", "S", "O", "O", "O", "H", "H", "H", "H", "C", "C", "O", "S", "O", "O", "O", "H", "H", "H", "H"],
  "positions_angstrom": [[3.2185, 0.6181, 0.2143], [3.4394, 2.0631, 0.0814], [2.4684, 2.9676, -0.6648], [3.3139, 4.0878, -1.1652], [3.7216, 5.0156, -0.2393], [3.7167, 4.3263, -2.5650], [3.6839, 3.0833, -3.4123], [2.5197, 3.0943, -4.5609], [1.0557, 3.5800, -3.9998], [0.1233, 2.0281, -3.5506], [-1.6771, 2.1446, -4.0069], [-2.0412, 2.6815, -5.5776], [-2.6806, 1.7302, -2.9854], [-2.1923, 0.6384, -2.0953], [-2.4742, -0.8733, -2.6154], [-2.0041, -2.1855, -1.8482], [-1.2079, -1.9779, -0.4720], [-0.9245, -0.5026, 0.0889], [-1.3960, 0.8043, -0.7282], [-3.2709, 2.8789, -2.2400], [-4.1360, 2.6861, -0.8795], [-4.8035, 3.8904, -0.0523], [-4.6885, 5.4152, -0.5498], [-3.8422, 5.6384, -1.9256], [-3.1457, 4.4189, -2.7375], [2.8422, -0.0543, -0.6552], [3.3753, 0.0885, 1.2439], [4.3994, 2.4758, 0.6095], [1.8496, 3.3986, 0.0590], [3.1004, 5.1326, 0.5972], [4.6249, 5.5286, -0.3181], [3.2116, 5.1198, -2.9995], [4.7007, 3.0620, -4.0015], [3.6872, 2.0898, -2.7883], [2.8694, 3.7126, -5.4707], [2.3773, 1.9698, -4.8710], [1.1400, 4.2112, -3.0125], [0.4854, 4.1605, -4.8366], [-3.0283, -1.0241, -3.6364], [-2.2342, -3.2108, -2.3362], [-0.8580, -2.9252, 0.0872], [-0.3659, -0.3603, 1.1083], [-1.1722, 1.8706, -0.3384], [-4.2698, 1.6082, -0.4502], [-5.3934, 3.7135, 0.9302], [-5.1963, 6.3053, 0.0194], [-3.7865, 6.7563, -2.2977], [-2.5639, 4.7272, -3.6836], [5.5280, -3.8397, 3.0673], [4.7831, -3.7369, 1.7418], [3.4269, -3.4170, 2.0927], [3.4443, -2.5140, 3.4482], [3.3500, -1.1266, 3.0702], [2.5649, -3.1227, 4.4064], [4.9817, -2.8083, 3.8886], [5.3382, -4.7954, 3.5516], [6.6049, -3.7017, 2.9481], [4.8238, -4.6624, 1.1692], [5.1759, -2.9155, 1.1338], [1.6090, -2.5454, -5.5076], [0.6578, -2.3109, -4.3410], [1.4052, -2.6578, -3.1768], [2.9718, -2.3089, -3.4303], [3.2452, -1.0243, -2.8437], [3.7503, -3.4800, -3.1438], [2.8903, -2.1206, -5.0425], [1.6724, -3.6086, -5.7578], [1.3195, -1.9807, -6.3961], [-0.2466, -2.9168, -4.4128], [0.3823, -1.2544, -4.2622], [-5.5927, 9.7823, -4.1191], [-6.2033, 11.0319, -3.4969], [-6.3814, 10.7113, -2.1183], [-5.2028, 9.6915, -1.6545], [-4.1692, 10.4621, -1.0198], [-5.8075, 8.5407, -1.0448], [-4.6862, 9.2760, -3.1395], [-6.3554, 9.0200, -4.3041], [-5.0654, 10.0008, -5.0498], [-7.1556, 11.3025, -3.9557], [-5.5152, 11.8806, -3.5603], [-1.2229, 3.2691, 3.5620], [-0.9054, 1.8018, 3.3042], [-2.0641, 1.0901, 3.7325], [-3.3789, 2.0136, 3.4754], [-3.9745, 1.6141, 2.2298], [-4.1171, 2.1027, 4.7026], [-2.6026, 3.4222, 3.2335], [-1.0945, 3.5207, 4.6191], [-0.6099, 3.9371, 2.9534], [-0.0225, 1.4646, 3.8499], [-0.7673, 1.6101, 2.2351], [1.7739, -8.3034, 2.6315], [0.7286, -7.2398, 2.9420], [1.4651, -6.1409, 3.4815], [2.9339, -6.0968, 2.7880], [2.8940, -5.1363, 1.7124], [3.9230, -6.0710, 3.8277], [2.9075, -7.5881, 2.1382], [2.0755, -8.8364, 3.5377], [1.4235, -9.0218, 1.8884], [-0.0189, -7.5867, 3.6521], [0.2311, -6.8971, 2.0290], [0.3850, -10.9851, 6.6437], [-0.2752, -9.7465, 7.2351], [-0.6599, -8.9577, 6.1095], [-1.0371, -9.9462, 4.8747], [-2.4633, -10.1116, 4.8503], [-0.2774, -9.5424, 3.7224], [-0.3788, -11.3032, 5.4802], [1.4115, -10.7732, 6.3298], [0.3853, -11.8252, 7.3409], [0.3980, -9.1866, 7.8861], [-1.1817, -10.0089, 7.7892]],
  "atomic_forces_ev_per_a": [[0.00, 2.83, -0.61], [0.10, -4.39, 1.47], [3.05, 1.43, -0.59], [-0.08, 1.77, -1.00], [-0.99, -1.21, -1.07], [-1.44, -2.63, 3.49], [0.80, -1.06, -1.87], [-0.33, -0.79, 0.86], [0.20, 0.69, -0.81], [-0.75, -0.02, 0.63], [-0.35, 0.89, -1.59], [0.23, -0.94, 3.04], [1.72, 0.95, 1.28], [1.40, -4.39, 1.92], [1.58, 0.16, 2.31], [0.94, 4.75, 1.39], [-1.36, 2.85, -2.16], [-1.81, -0.43, -3.28], [-0.82, -3.46, -1.41], [-2.36, 4.53, 2.41], [0.35, 2.35, -0.84], [1.93, 1.54, -3.37], [2.09, -3.77, -2.62], [-0.82, -2.98, 1.88], [-1.90, -0.13, 3.09], [-0.28, 1.62, 1.72], [0.82, 1.00, -2.18], [-2.49, -0.15, -0.50], [0.55, -0.65, -0.68], [1.46, -0.28, -0.86], [-1.43, -0.22, -0.25], [0.71, -0.31, 0.76], [-1.88, 0.05, 1.21], [-0.31, 2.18, -0.91], [-0.68, -0.93, 1.55], [0.48, 2.27, 0.32], [-0.25, -1.09, -2.04], [1.00, -1.02, 1.66], [1.08, 0.53, 2.19], [0.50, 1.95, 1.21], [-0.58, 1.95, -0.87], [-1.19, -0.40, -2.26], [-0.49, -2.08, -0.68], [0.32, 2.30, -0.92], [1.24, -0.06, -2.03], [1.18, -1.98, -1.34], [0.09, -2.68, 0.55], [-1.12, -0.78, 1.74], [0.36, -0.66, -0.33], [1.02, 0.87, -0.18], [2.18, 6.46, 2.64], [0.83, -0.60, -0.72], [-0.28, -0.57, 0.73], [0.47, 0.90, -0.97], [-1.03, 0.75, -0.17], [0.24, 0.30, -0.13], [-0.19, 0.31, 0.06], [-0.12, 0.35, 0.12], [0.02, -0.06, 0.03], [-0.54, -0.56, -0.17], [-0.25, 0.61, -0.48], [1.14, -0.18, -0.15], [-0.35, -0.49, -0.24], [0.15, -0.93, -0.34], [-0.59, 1.35, 0.06], [0.05, 0.32, 1.07], [-0.04, 0.08, 0.00], [0.24, 0.06, 0.18], [0.23, -0.04, 0.22], [-0.07, -0.06, -0.06], [-0.65, -0.02, -0.39], [0.43, 0.33, -0.48], [0.42, -1.00, 0.24], [-0.05, 0.33, 0.06], [-0.86, -1.04, -0.42], [0.65, 1.10, -0.29], [-0.05, 0.46, 0.82], [0.03, 0.09, -0.02], [0.13, -0.08, 0.26], [0.02, -0.13, 0.29], [-0.06, -0.06, -0.08], [0.34, -0.07, 0.48], [0.25, 0.20, -0.44], [-0.55, 0.66, 0.20], [-0.32, -0.12, 0.04], [0.33, 0.44, 1.28], [0.58, -0.25, -1.32], [-0.20, -0.81, -0.21], [0.07, -0.03, -0.08], [-0.30, -0.01, -0.04], [-0.27, -0.11, 0.09], [0.04, 0.07, 0.03], [-0.36, -0.39, 0.53], [-0.34, -0.03, -0.58], [1.46, 0.09, -0.09], [-1.75, -0.74, -0.96], [-2.00, -7.71, 0.43], [-0.81, 0.05, -0.79], [0.08, 0.97, 0.21], [-0.09, 0.04, -0.11], [0.23, 0.22, 0.01], [0.47, 0.57, -0.09], [0.02, -0.09, 0.01], [0.59, 0.27, 0.34], [-0.21, -0.52, 0.59], [0.24, -0.42, -1.11], [-0.57, -0.52, 0.65], [1.51, 0.20, -0.42], [-1.20, -0.90, 0.99], [-0.64, 0.84, -0.31], [-0.05, -0.02, 0.08], [-0.17, 0.03, -0.26], [-0.09, 0.11, -0.30], [0.11, -0.01, 0.00]]
}

Entry 2:
{
  "formula": "C31H47NO2P2RhS2",
  "method": "the ωB97M-V functional and the def2-TZVPD basis",
  "total_energy_ha": -3003.9151,
  "e_above_lowest_kj_mol": 90.3,
  "spin_multiplicity": 5,
  "s2": 6.017,
  "e_homo_ev": [-8.957, -10.884],
  "total_charge": 1,
  "gap_ev": [6.26, 5.80],
  "elements": ["Rh", "C", "C", "C", "C", "C", "C", "H", "H", "H", "C", "H", "H", "H", "C", "H", "H", "H", "C", "H", "H", "H", "C", "H", "H", "H", "C", "C", "C", "C", "C", "C", "C", "C", "H", "H", "H", "H", "H", "H", "H", "H", "H", "H", "H", "H", "P", "P", "C", "C", "H", "H", "H", "H", "C", "H", "H", "H", "C", "H", "H", "H", "C", "H", "H", "H", "C", "H", "H", "H", "O", "S", "O", "N", "C", "S", "C", "C", "C", "C", "C", "C", "H", "H", "H", "H"],
  "positions_angstrom": [[0.4952, 0.1612, 0.3108], [2.6870, 0.0667, 0.7351], [1.8964, 0.7489, 1.7961], [2.2262, -1.4768, 2.4085], [2.8810, -1.2921, 1.1736], [1.5960, -0.2803, 2.7940], [3.5071, 0.7498, -0.2970], [3.2137, 1.7987, -0.4019], [3.4028, 0.2351, -1.2620], [4.5741, 0.7287, -0.0271], [3.7856, -2.2665, 0.5326], [4.0248, -1.9679, -0.4961], [3.3391, -3.2699, 0.4874], [4.7378, -2.3635, 1.0809], [2.3411, -2.6755, 3.2788], [2.9496, -2.4694, 4.1766], [2.7972, -3.5072, 2.7331], [1.3536, -3.0194, 3.6122], [0.9706, -0.0242, 4.1088], [1.7179, -0.0476, 4.9163], [0.2197, -0.7865, 4.3521], [0.4864, 0.9579, 4.1322], [1.9704, 2.2072, 2.0957], [2.7736, 2.4159, 2.8176], [1.0294, 2.5485, 2.5438], [2.1928, 2.7816, 1.1950], [-2.0776, 2.6424, -3.5677], [-1.0594, 3.4927, -3.3440], [-1.2365, 4.9024, -2.8842], [-2.2460, 5.1055, -1.7113], [-2.3826, 3.9774, -0.7223], [-3.2973, 3.0050, -0.8398], [-4.2007, 2.8635, -2.0307], [-3.5328, 2.9995, -3.4426], [-1.5702, 5.5443, -3.7213], [-3.2272, 5.3611, -2.1476], [-0.2474, 5.2856, -2.5981], [-3.7062, 4.0251, -3.8002], [-1.8668, 1.6739, -4.0347], [-0.0492, 3.2756, -3.7026], [-4.1028, 2.3455, -4.1272], [-4.7048, 1.8876, -1.9696], [-3.5375, 2.3610, 0.0093], [-5.0110, 3.6127, -1.9979], [-1.9144, 6.0087, -1.1688], [-1.8144, 4.0929, 0.2035], [-0.0875, 1.1422, -1.5549], [-1.6026, 0.1330, 1.1417], [-1.8071, 0.4581, -1.6861], [-2.4582, -0.1909, -0.4489], [-1.8474, -0.2248, -2.5509], [-2.4084, 1.3265, -1.9636], [-3.4966, 0.1411, -0.3428], [-2.4519, -1.2778, -0.5730], [-2.0795, -1.1125, 2.3206], [-1.6616, -0.8967, 3.3085], [-1.6818, -2.0810, 1.9636], [-3.1762, -1.1442, 2.3590], [-2.0176, 1.7059, 1.9254], [-3.1043, 1.8395, 1.9052], [-1.5360, 2.5460, 1.4173], [-1.6658, 1.6866, 2.9661], [0.8051, 0.7999, -3.0803], [1.8857, 0.7890, -2.8857], [0.5784, 1.5763, -3.8156], [0.5021, -0.1744, -3.4816], [0.4495, 2.7780, -0.9285], [0.5698, 2.7677, 0.1614], [-0.3004, 3.5339, -1.1555], [1.3957, 3.0675, -1.3915], [-1.9543, -5.3879, 1.7283], [-0.6742, -4.7448, 1.8946], [-0.1701, -4.5519, 3.2380], [-0.6222, -3.2870, 1.0605], [0.2191, -3.2644, 0.0426], [0.4491, -1.8766, -0.9523], [0.9300, -4.5339, -0.1510], [1.9441, -4.8714, -1.0552], [2.5782, -6.1113, -0.9435], [2.2123, -7.0067, 0.0765], [1.1904, -6.6793, 0.9720], [0.5695, -5.4444, 0.8488], [2.1998, -4.1464, -1.8357], [3.3687, -6.3786, -1.6473], [2.7125, -7.9650, 0.1539], [0.8598, -7.3553, 1.7603]],
  "atomic_forces_ev_per_a": [[0.97, -1.95, 0.36], [-0.37, 1.48, 2.32], [1.75, -1.17, -0.90], [-0.10, 0.51, 0.33], [-0.03, -0.25, 0.58], [1.12, -0.21, -0.27], [-0.07, -0.02, -0.34], [0.08, -0.20, -0.11], [0.12, 0.20, 0.12], [-0.20, -0.06, 0.00], [0.24, -0.37, -0.53], [-0.03, -0.09, 0.22], [0.13, 0.26, 0.08], [-0.26, 0.07, -0.07], [-0.26, -0.39, 0.09], [-0.16, -0.01, -0.34], [-0.02, 0.07, 0.18], [0.30, 0.09, 0.00], [-0.36, 0.09, 0.27], [-0.13, 0.00, -0.17], [0.19, 0.09, 0.02], [0.05, -0.15, 0.08], [-0.09, 0.13, 0.22], [-0.16, -0.11, -0.09], [0.17, 0.17, -0.14], [-0.04, 0.04, 0.24], [0.89, 0.62, -0.80], [-0.94, -0.15, -1.28], [-0.01, 0.51, 0.35], [0.24, 0.62, -0.36], [-0.94, 0.04, 0.32], [-0.04, 1.05, 0.35], [-0.28, -0.27, -0.45], [-0.66, -0.08, 0.05], [0.18, -0.29, 0.21], [0.31, -0.23, 0.33], [-0.25, 0.02, 0.01], [0.25, -0.28, 0.05], [0.06, 0.34, 0.17], [-0.40, -0.16, 0.29], [0.24, 0.32, 0.24], [0.12, 0.22, -0.02], [0.35, 0.14, -0.36], [0.23, -0.24, 0.18], [-0.24, -0.34, -0.15], [-0.23, -0.13, -0.21], [0.25, -0.49, -0.42], [0.89, -0.10, 0.31], [-0.95, 1.25, -0.43], [-0.21, 0.17, 0.27], [0.35, 0.20, 0.35], [-0.01, -0.58, 0.07], [-0.02, -0.13, -0.26], [0.01, 0.08, 0.25], [-0.70, -0.43, 0.06], [-0.18, 0.11, -0.20], [-0.39, 0.74, 0.25], [0.12, -0.09, 0.27], [-0.56, 0.30, -0.05], [0.13, 0.21, 0.32], [-0.17, -0.20, 0.08], [-0.12, -0.13, -0.28], [0.02, 0.13, -0.54], [-0.33, 0.01, -0.03], [0.19, -0.35, -0.11], [0.10, 0.17, 0.17], [-1.01, 0.88, -0.21], [-0.11, -0.12, -0.39], [0.48, 0.00, 0.06], [-0.04, -0.25, -0.09], [0.82, 0.57, -0.04], [0.18, -0.02, -0.27], [-0.39, -0.04, -0.88], [0.65, 0.16, -0.94], [-1.41, -0.24, 1.56], [0.22, -0.63, -0.10], [0.77, -1.09, 0.28], [-0.42, 0.28, -0.03], [-0.17, -0.01, 0.26], [-0.16, 0.40, -0.31], [-0.23, 0.15, 0.08], [0.68, -0.68, -0.43], [0.05, -0.36, 0.28], [-0.26, 0.06, 0.24], [-0.04, 0.08, 0.01], [0.25, 0.05, -0.22]]
}